1.
Formula: C18H50N2O8
Source: OMol25
Level of theory: the ωB97M-V functional and the def2-TZVPD basis

Positions of all 78 atoms, in Å:
C 11.545 -8.232 -4.445
O 12.566 -8.830 -3.595
C 12.334 -10.230 -3.238
C 11.328 -10.360 -2.101
N 11.753 -9.572 -0.919
C 10.622 -9.257 0.012
C 10.891 -8.423 1.227
O 10.882 -7.056 0.894
C 11.357 -6.134 1.939
H 11.218 -8.930 -5.216
H 11.877 -7.250 -4.779
H 10.655 -7.929 -3.893
H 13.321 -10.655 -3.056
H 12.040 -10.872 -4.069
H 11.101 -11.385 -1.809
H 10.368 -9.939 -2.401
H 12.319 -8.802 -1.246
H 10.165 -10.218 0.250
H 9.785 -8.770 -0.488
H 11.816 -8.761 1.696
H 9.972 -8.581 1.791
H 12.324 -6.427 2.348
H 10.575 -6.035 2.693
H 11.539 -5.134 1.544
C 3.960 -10.014 0.302
O 4.126 -11.094 1.238
C 5.457 -11.641 1.294
C 5.593 -12.576 2.496
N 6.930 -13.140 2.481
C 7.034 -14.042 3.604
C 8.457 -14.640 3.833
O 8.813 -15.601 2.783
C 8.443 -16.911 3.163
H 4.401 -10.172 -0.683
H 4.158 -9.024 0.712
H 2.902 -10.006 0.040
H 6.127 -10.796 1.456
H 5.750 -12.182 0.395
H 4.835 -13.354 2.401
H 5.397 -11.972 3.382
H 7.169 -13.542 1.586
H 6.489 -14.917 3.252
H 6.778 -13.634 4.582
H 8.580 -15.109 4.809
H 9.213 -13.861 3.744
H 8.268 -17.553 2.300
H 7.534 -16.962 3.762
H 9.160 -17.290 3.890
O 8.473 -10.812 2.831
H 7.977 -9.993 2.818
H 7.820 -11.491 2.660
C 8.848 -11.685 6.269
C 8.131 -12.470 7.388
O 8.743 -13.760 7.465
H 8.843 -12.185 5.301
H 9.898 -11.567 6.536
H 8.383 -10.704 6.167
H 7.051 -12.491 7.243
H 8.219 -12.073 8.400
H 9.665 -13.630 7.699
C 6.073 -8.856 4.325
C 5.704 -7.886 3.173
O 6.618 -8.223 2.183
H 5.336 -8.765 5.124
H 7.011 -8.565 4.798
H 6.087 -9.915 4.067
H 5.824 -6.822 3.378
H 4.716 -7.958 2.719
H 6.483 -7.529 1.535
C 8.748 -12.841 -0.327
C 8.833 -14.340 -0.365
O 7.680 -14.802 0.297
H 9.686 -12.505 -0.772
H 8.817 -12.434 0.682
H 7.868 -12.389 -0.784
H 9.755 -14.588 0.162
H 8.829 -14.666 -1.406
H 7.932 -15.272 1.095

Summary:
* LUMO: 0.6 eV
* HOMO energy: -8.16 eV
* structure (SMILES): COCCNCCOC.COCCNCCOC.CCO.CCO.CCO.O
* total charge: 0
* gap between HOMO and LUMO: 8.769 eV

***

2.
Formula: C42H66N2O3PSiTa
Source: OMol25
Level of theory: the ωB97M-V functional and the def2-TZVPD basis

Positions of all 116 atoms, in Å:
Ta 0.565 0.741 -0.555
C -5.251 -2.400 -0.835
C -5.029 -1.287 0.183
C -5.844 -1.568 1.454
C -3.584 -1.078 0.569
C -2.596 -2.017 0.334
C -1.334 -1.919 0.906
C -0.430 -3.137 0.797
C -0.527 -3.827 -0.568
C -0.747 -4.185 1.873
C -0.998 -0.778 1.693
C -1.997 0.235 1.870
C -3.238 0.064 1.294
C -1.794 1.546 2.620
C -1.274 1.478 4.055
C -0.972 2.475 1.728
C 0.004 -1.016 2.804
C -0.584 -1.578 3.946
C 0.163 -2.012 5.023
C 1.548 -1.934 4.969
C 2.147 -1.363 3.865
C 1.394 -0.867 2.790
P 2.268 0.078 1.514
C 3.084 1.564 2.371
C 3.751 1.212 3.709
C 2.033 2.628 2.683
C 4.111 2.200 1.431
C 3.640 -1.005 0.765
C 3.139 -2.445 0.603
C 4.929 -1.081 1.600
C 4.010 -0.441 -0.617
H -6.300 -2.433 -1.128
H -5.005 -3.378 -0.414
H -4.655 -2.261 -1.739
H -5.388 -0.342 -0.237
H -5.493 -2.485 1.933
H -6.897 -1.698 1.205
H -5.764 -0.756 2.176
H -2.839 -2.905 -0.232
H 0.592 -2.799 0.946
H -1.430 -4.435 -0.639
H 0.317 -4.507 -0.694
H -0.536 -3.118 -1.393
H -1.781 -4.523 1.780
H -0.601 -3.811 2.882
H -0.100 -5.054 1.739
H -3.994 0.826 1.450
H -2.787 1.994 2.691
H -0.266 1.078 4.143
H -1.925 0.858 4.671
H -1.277 2.484 4.479
H -0.030 1.963 1.464
H -0.679 3.398 2.231
H -1.506 2.718 0.812
H -1.661 -1.691 3.962
H -0.331 -2.436 5.888
H 2.155 -2.301 5.785
H 3.222 -1.282 3.852
H 3.012 0.957 4.467
H 4.268 2.111 4.051
H 4.489 0.418 3.652
H 1.228 2.245 3.304
H 1.618 3.070 1.781
H 2.526 3.426 3.242
H 5.016 1.611 1.314
H 4.406 3.161 1.859
H 3.685 2.395 0.448
H 2.861 -2.886 1.561
H 3.962 -3.036 0.197
H 2.304 -2.529 -0.086
H 4.780 -1.565 2.562
H 5.414 -0.121 1.754
H 5.629 -1.706 1.041
H 3.157 -0.373 -1.297
H 4.724 -1.123 -1.084
H 4.483 0.536 -0.563
C -2.898 -1.007 -4.156
Si -3.304 0.676 -3.459
C -2.622 2.024 -4.554
C -5.098 0.944 -3.065
C -2.272 0.779 -1.883
C -1.388 0.871 -1.041
H -3.448 -1.181 -5.084
H -3.139 -1.816 -3.465
H -1.831 -1.071 -4.385
H -3.283 2.176 -5.411
H -1.636 1.755 -4.939
H -2.527 2.975 -4.030
H -5.646 1.148 -3.987
H -5.232 1.802 -2.405
H -5.555 0.072 -2.598
C 2.955 3.488 -2.004
C 1.596 3.694 -1.379
C 1.547 4.801 -0.355
O 1.142 2.446 -0.722
H 3.170 4.346 -2.642
H 2.978 2.600 -2.631
H 3.745 3.430 -1.256
H 0.842 3.835 -2.151
H 2.302 4.664 0.418
H 0.561 4.872 0.104
H 1.750 5.748 -0.857
C 1.020 0.757 -6.304
N 1.031 0.181 -4.948
C 1.084 -1.148 -4.777
C 1.061 -1.757 -3.548
C 1.013 -0.874 -2.479
O 0.949 -1.149 -1.198
N 0.999 0.460 -2.627
C 0.910 1.076 -3.859
O 0.754 2.256 -4.017
H 1.720 0.206 -6.925
H 1.320 1.796 -6.236
H 0.017 0.702 -6.725
H 1.139 -1.728 -5.690
H 1.083 -2.827 -3.424

Summary:
* LUMO: -6.6 eV
* HOMO energy: -13.70 eV
* total charge: +2
* gap between HOMO and LUMO: 7.089 eV

***

3.
Formula: C32H25AsN2O11PSTi
Source: OMol25
Level of theory: the ωB97M-V functional and the def2-TZVPD basis

Positions of all 74 atoms, in Å:
Ti -0.572 0.251 1.019
O -4.329 -0.999 3.857
C -3.374 -0.294 3.253
O -3.586 0.428 2.311
C -2.049 -0.433 3.941
C -1.958 -1.020 5.185
C -0.704 -1.200 5.763
C 0.406 -0.774 5.068
C 0.218 -0.176 3.835
N -0.976 0.008 3.265
C 1.410 0.273 3.028
O 2.538 0.127 3.398
O 1.026 0.839 1.882
H -5.152 -0.845 3.365
H -2.857 -1.348 5.683
H -0.610 -1.682 6.726
H 1.417 -0.893 5.430
O -2.009 2.627 2.117
N -1.046 2.429 1.123
C -0.362 3.496 0.978
C 0.816 3.711 0.139
C 1.300 5.021 0.186
C 2.423 5.393 -0.532
C 3.074 4.442 -1.300
C 2.595 3.139 -1.356
C 1.466 2.753 -0.644
P 0.785 1.082 -0.998
C 2.270 0.068 -1.193
C 2.403 -0.896 -2.191
C 3.556 -1.664 -2.257
C 4.563 -1.498 -1.318
C 4.422 -0.557 -0.308
C 3.284 0.229 -0.245
C -0.037 1.525 -2.554
C -1.328 2.042 -2.491
C -1.968 2.460 -3.648
C -1.323 2.365 -4.874
C -0.028 1.870 -4.934
C 0.618 1.455 -3.778
H -2.680 1.927 1.992
H -0.687 4.342 1.580
H 0.785 5.749 0.800
H 2.787 6.409 -0.486
H 3.958 4.707 -1.863
H 3.116 2.414 -1.968
H 1.602 -1.066 -2.894
H 3.660 -2.403 -3.041
H 5.457 -2.106 -1.370
H 5.198 -0.432 0.435
H 3.189 0.956 0.551
H -1.843 2.125 -1.539
H -2.969 2.868 -3.591
H -1.822 2.687 -5.778
H 0.485 1.806 -5.884
H 1.630 1.079 -3.842
O -3.232 -1.357 -2.194
As -1.771 -1.448 -1.286
O -0.412 -1.133 -2.128
O -1.955 -0.095 -0.117
C -1.707 -3.317 -0.838
C -2.117 -4.178 -1.835
C -1.839 -5.541 -1.698
C -1.148 -6.027 -0.606
C -0.731 -5.162 0.407
C -1.019 -3.824 0.274
S -0.780 -2.698 1.575
O -2.100 -2.123 1.738
O -0.113 -3.248 2.704
O 0.079 -1.572 0.895
H -3.393 -0.453 -2.499
H -2.635 -3.811 -2.710
H -2.167 -6.223 -2.471
H -0.941 -7.085 -0.527
H -0.211 -5.521 1.284

Summary:
* LUMO: -4.1 eV
* HOMO energy: -11.49 eV
* total charge: +1
* gap between HOMO and LUMO: 7.341 eV

***

4.
Formula: B3F12MnN2O6
Source: OMol25
Level of theory: the ωB97M-V functional and the def2-TZVPD basis

Positions of all 24 atoms, in Å:
Mn -0.093 -0.238 -0.233
N 2.824 -0.237 -2.055
O 1.722 -0.012 -1.485
O 3.868 0.264 -1.606
O 2.848 -0.971 -3.065
N -2.555 0.959 1.650
O -2.653 0.326 2.706
O -3.096 2.063 1.503
O -1.808 0.525 0.725
B 0.163 -2.522 1.418
F 0.486 -3.892 1.341
F -0.976 -2.211 0.625
F -0.065 -2.129 2.740
F 1.215 -1.743 0.862
B -1.442 -0.355 -2.587
F -0.922 0.836 -2.024
F -1.382 -0.347 -3.969
F -0.640 -1.400 -1.974
F -2.751 -0.575 -2.139
B 1.037 2.347 1.526
F 0.926 0.915 1.411
F 0.852 2.909 0.235
F 0.097 2.839 2.419
F 2.346 2.652 1.979

Summary:
* <S²>: 8.752
* LUMO (alpha / beta): 7.7 / 7.7 eV
* HOMO energy (alpha / beta): -0.43 / -0.49 eV
* total charge: -3
* gap between HOMO and LUMO (alpha / beta): 8.088 / 8.148 eV
* 2S+1: 6

***

Results for ΔE to the lowest compared entry with this formula, charge and spin: 3.4436, 0.3565, 0.7669, 0.0000 (in eV, following the order of the records).